Version one
This record from the OMol25 dataset describes a 4-piece molecular cluster, C9H21ClN3O3 overall. The level of theory is wB97M-V/def2-TZVPD.

As for the charge: -1. For the lowest unoccupied orbital energy, the calculation gives 3.117 eV.

Each line ends with the natural charge from an NBO analysis.
Geometry (Å):
1 Cl 0.60 1.61 -0.08  -0.916
2 C -1.36 2.76 -3.20  -0.712
3 C -0.85 1.54 -3.95  0.673
4 O -1.34 1.27 -5.05  -0.682
5 N 0.14 0.86 -3.36  -0.627
6 C 0.84 -0.29 -3.86  -0.411
7 H -1.17 3.63 -3.82  0.222
8 H -0.97 2.89 -2.19  0.244
9 H -2.44 2.61 -3.07  0.223
10 H 0.33 1.16 -2.41  0.443
11 H 1.48 -0.71 -3.09  0.208
12 H 1.53 0.00 -4.66  0.186
13 H 0.15 -1.02 -4.29  0.203
14 C 2.72 -0.52 2.39  -0.719
15 C 2.36 -1.77 1.60  0.671
16 O 2.62 -2.90 2.02  -0.669
17 N 1.70 -1.54 0.46  -0.638
18 C 1.23 -2.57 -0.43  -0.413
19 H 2.11 -0.39 3.29  0.228
20 H 2.66 0.40 1.80  0.243
21 H 3.75 -0.58 2.75  0.222
22 H 1.41 -0.59 0.24  0.444
23 H 2.07 -2.99 -0.99  0.189
24 H 0.57 -2.13 -1.17  0.207
25 H 0.67 -3.35 0.07  0.202
26 C -2.37 1.99 2.47  -0.712
27 C -2.26 0.54 2.93  0.676
28 O -2.95 0.14 3.87  -0.674
29 N -1.33 -0.17 2.27  -0.626
30 C -1.05 -1.57 2.58  -0.421
31 H -3.30 2.22 1.97  0.223
32 H -1.52 2.26 1.84  0.242
33 H -2.35 2.63 3.36  0.218
34 H -0.68 0.31 1.68  0.437
35 H -1.65 -1.89 3.43  0.225
36 H -0.01 -1.67 2.87  0.201
37 H -1.32 -2.21 1.74  0.190

---

Version two
This record from the OMol25 dataset describes a 4-piece molecular cluster, C9H21ClN3O3 overall. The level of theory is wB97M-V/def2-TZVPD.

As for the charge: -1. For the lowest unoccupied orbital energy, the calculation gives 2.418 eV.

Each line ends with the natural charge from an NBO analysis.
Geometry (Å):
1 Cl 2.03 1.15 0.54  -1.000
2 C 2.81 -5.53 4.48  -0.720
3 C 2.46 -4.40 3.47  0.663
4 O 3.16 -4.30 2.49  -0.639
5 N 1.58 -3.53 3.68  -0.593
6 C 0.38 -3.68 4.59  -0.420
7 H 3.43 -6.18 3.86  0.240
8 H 1.89 -6.07 4.71  0.200
9 H 3.23 -5.30 5.46  0.224
10 H 1.65 -2.75 3.05  0.434
11 H -0.10 -2.71 4.60  0.224
12 H 0.63 -3.93 5.62  0.194
13 H -0.33 -4.44 4.25  0.192
14 C 4.08 1.34 -8.43  -0.712
15 C 3.66 1.35 -6.91  0.672
16 O 4.40 0.88 -6.05  -0.614
17 N 2.59 2.11 -6.62  -0.613
18 C 2.32 2.54 -5.22  -0.414
19 H 3.67 2.17 -9.00  0.198
20 H 3.96 0.41 -8.99  0.230
21 H 5.15 1.57 -8.43  0.232
22 H 2.22 2.78 -7.29  0.384
23 H 3.11 3.20 -4.85  0.203
24 H 2.27 1.61 -4.66  0.239
25 H 1.35 3.04 -5.24  0.195
26 C -6.53 2.55 3.75  -0.712
27 C -5.33 1.98 3.17  0.644
28 O -4.79 1.04 3.69  -0.628
29 N -4.92 2.56 2.08  -0.592
30 C -3.72 2.31 1.32  -0.422
31 H -7.43 2.73 3.15  0.218
32 H -6.10 3.49 4.10  0.227
33 H -6.99 2.10 4.62  0.236
34 H -5.54 3.25 1.67  0.379
35 H -3.13 1.50 1.75  0.250
36 H -3.04 3.16 1.26  0.208
37 H -4.09 2.02 0.34  0.193

---

Stability check: which of them is least stable? version two.

---

Version one
This record from the OMol25 dataset describes a 2-piece molecular cluster, C3H2FN overall. The level of theory is wB97M-V/def2-TZVPD.

For the lowest unoccupied orbital energy (spin up / spin down), the calculation gives -1.858 / -1.905 eV.

Each line ends with the natural charge from an NBO analysis.
Geometry (Å):
1 C 0.65 0.72 0.27  -0.287
2 C 0.86 -0.49 -0.25  0.071
3 C -0.59 -0.07 0.46  0.626
4 N -0.41 -1.28 0.34  -0.381
5 F -2.72 0.61 -0.05  -0.612
6 H 0.87 1.73 0.20  0.276
7 H 1.34 -1.22 -0.97  0.308

---

Version two
This record from the OMol25 dataset describes one molecule with the formula C3H2FN. The level of theory is wB97M-V/def2-TZVPD.

For the lowest unoccupied orbital energy, the calculation gives -0.422 eV. The SMILES is C=C(F)C#N.

Each line ends with the natural charge from an NBO analysis.
Geometry (Å):
1 C 0.12 -0.03 -0.25  0.297
2 C -0.80 -0.91 0.19  -0.412
3 C 0.66 1.23 0.35  0.181
4 H -1.22 -0.64 1.20  0.246
5 H -0.93 -1.93 -0.20  0.252
6 N 1.33 2.33 0.26  -0.219
7 F 0.86 -0.05 -1.55  -0.343

---

Stability check: which of them is least stable? version one.

---

Version one
This record from the OMol25 dataset describes a 2-piece molecular cluster, C5H14N3 overall. The level of theory is wB97M-V/def2-TZVPD.

As for the charge: +1. For the lowest unoccupied orbital energy, the calculation gives -5.792 eV.

Each line ends with the natural charge from an NBO analysis.
Geometry (Å):
1 C 0.48 -1.20 -2.95  -0.223
2 C 0.39 -0.18 -1.82  -0.226
3 N -0.65 -0.58 -0.85  -0.812
4 N 1.37 -0.65 -3.98  -0.824
5 H 0.83 -2.17 -2.56  0.156
6 H -0.51 -1.37 -3.38  0.204
7 H 1.37 -0.06 -1.36  0.152
8 H 0.12 0.77 -2.28  0.207
9 H -0.61 0.08 -0.08  0.321
10 H -0.39 -1.46 -0.41  0.337
11 H 2.30 -0.57 -3.58  0.346
12 H 1.47 -1.28 -4.75  0.365
13 C -0.24 1.27 2.33  -0.107
14 C -0.45 2.58 2.38  -0.259
15 C -0.77 -0.85 3.29  0.117
16 N -1.01 0.40 3.13  -0.391
17 H 0.57 0.85 1.76  0.243
18 H -1.17 3.00 3.07  0.216
19 H 0.09 3.27 1.74  0.253
20 H -1.45 -1.38 3.94  0.242
21 H 0.07 -1.26 2.75  0.233
22 H -1.80 0.80 3.63  0.449

---

Version two
This record from the OMol25 dataset describes an isolated ion of composition C5H14N3 and charge +1. The level of theory is wB97M-V/def2-TZVPD.

As for the charge: +1. For the lowest unoccupied orbital energy, the calculation gives -2.952 eV. The SMILES is C[C@@H]([NH3+])C/C(N)=C/N.

Each line ends with the natural charge from an NBO analysis.
Geometry (Å):
1 C 1.29 -2.04 1.43  -0.650
2 C 0.35 -0.90 1.10  -0.034
3 C 0.10 -0.85 -0.39  -0.457
4 C -0.63 0.40 -0.82  -0.010
5 C -0.62 0.84 -2.09  0.004
6 N -1.22 1.99 -2.55  -0.813
7 N -1.36 1.07 0.23  -0.874
8 N 1.00 0.44 1.48  -0.717
9 H 1.91 -1.91 2.32  0.233
10 H 2.06 -2.11 0.66  0.230
11 H 0.81 -2.98 1.68  0.262
12 H -0.64 -0.87 1.55  0.221
13 H 1.02 -0.93 -0.98  0.232
14 H -0.45 -1.73 -0.75  0.252
15 H -0.16 0.20 -2.83  0.213
16 H -1.01 2.31 -3.46  0.413
17 H -1.85 2.47 -1.93  0.381
18 H -1.88 1.89 -0.04  0.395
19 H -1.93 0.40 0.72  0.379
20 H 0.22 1.07 1.18  0.472
21 H 1.10 0.60 2.47  0.432
22 H 1.87 0.65 0.99  0.436

---

Stability check: which of them is least stable? version one.

---

Version one
This record from the OMol25 dataset describes an isolated ion of composition C7H14N3O and charge +1. The level of theory is wB97M-V/def2-TZVPD.

As for the charge: +1. For the lowest unoccupied orbital energy, the calculation gives -2.768 eV. The SMILES is CC[N@@+]1(C(N)=O)C=CN(C)C1.

Each line ends with the natural charge from an NBO analysis.
Geometry (Å):
1 C -1.52 0.27 1.30  0.052
2 C -0.16 0.42 1.36  -0.207
3 C 1.32 -1.23 0.27  0.823
4 C -0.78 -0.42 -0.75  -0.052
5 C 2.13 1.61 0.25  -0.639
6 C -3.23 -0.76 -0.15  -0.404
7 C 0.93 1.23 -0.64  -0.214
8 N -2.00 -0.08 0.03  -0.409
9 N 1.98 -1.56 -0.86  -0.819
10 N 0.36 0.00 0.03  -0.333
11 O 1.37 -1.71 1.32  -0.481
12 H -2.25 0.60 2.09  0.260
13 H 0.57 0.60 2.30  0.305
14 H -0.72 -1.41 -1.13  0.224
15 H -0.86 0.09 -1.63  0.215
16 H 2.51 0.67 0.59  0.202
17 H 2.83 2.22 -0.45  0.250
18 H 1.95 2.29 1.07  0.249
19 H -3.39 -0.71 -1.19  0.214
20 H -3.23 -1.83 0.18  0.198
21 H -4.01 -0.18 0.48  0.233
22 H 1.19 0.95 -1.70  0.219
23 H 0.14 2.03 -0.45  0.269
24 H 2.12 -0.92 -1.62  0.410
25 H 2.76 -2.18 -0.71  0.436

---

Version two
This record from the OMol25 dataset describes an isolated ion of composition C7H14N3O and charge +1. The level of theory is wB97M-V/def2-TZVPD.

As for the charge: +1. For the lowest unoccupied orbital energy, the calculation gives -3.009 eV. The SMILES is COc1cnn(C)c1[C@@H](C)[NH3+].

Each line ends with the natural charge from an NBO analysis.
Geometry (Å):
1 C 1.71 1.83 -0.38  -0.124
2 C 1.45 0.56 -0.04  0.199
3 C -0.26 0.64 0.30  0.078
4 C -1.37 -1.18 -0.93  -0.617
5 C -1.59 2.66 0.73  -0.407
6 C 3.41 -0.79 -0.34  -0.241
7 C -1.06 -0.54 0.44  -0.113
8 N 0.67 2.61 -0.10  -0.251
9 N -0.42 1.96 0.31  -0.112
10 N -0.12 -1.38 1.15  -0.728
11 O 1.91 -0.67 -0.26  -0.544
12 H 2.63 2.26 -0.70  0.241
13 H -0.44 -1.36 -1.45  0.230
14 H -2.00 -2.04 -0.80  0.234
15 H -1.94 -0.43 -1.57  0.253
16 H -1.41 3.42 1.55  0.251
17 H -2.09 3.16 -0.05  0.237
18 H -2.32 1.88 1.06  0.203
19 H 3.74 -0.10 -1.07  0.206
20 H 3.67 -1.75 -0.73  0.221
21 H 3.88 -0.61 0.60  0.208
22 H -1.85 -0.40 1.13  0.231
23 H 0.21 -1.08 2.02  0.426
24 H 0.79 -1.23 0.42  0.480
25 H -0.15 -2.47 1.28  0.440

---

Stability check: which of them is least stable? version two.